A gas-phase ion, C32H50BClF3N4O5S2 (charge +1) in a non-equilibrium geometry. Source: the Open Molecules 2025 dataset; level of theory: ωB97M-V/def2-TZVPD.

The HOMO-LUMO gap comes out at 5.509 eV. The net charge is +1. The HOMO energy comes out at -9.7 eV.

```
98
Properties=species:S:1:pos:R:3:forces:R:3
C -2.35456 -3.42365 -3.79200 -0.2 0.8 0.3
C -3.22293 -2.22496 -4.31282 1.4 -0.7 0.4
C -2.29700 -0.95411 -4.35060 -1.6 -0.1 -0.1
C -3.17856 0.33701 -4.11821 1.0 -0.6 -0.9
N -2.92565 0.98244 -2.81650 -1.7 1.2 -1.3
C -1.85965 2.01439 -2.89619 1.5 -1.2 0.6
C -0.47546 1.29505 -2.72020 -0.1 0.1 1.1
C 0.49121 2.06272 -1.74108 -0.4 -0.2 -1.6
C 1.93886 1.48934 -1.92407 -0.1 0.1 1.0
C 2.56904 0.91085 -0.63258 0.2 -0.4 0.2
C 2.24993 1.57778 0.60191 0.4 -0.3 -0.4
C 2.70247 1.17145 1.85727 -0.7 0.7 -1.9
C 2.22035 1.97735 3.05815 0.4 -0.7 0.8
C 1.22738 3.11385 2.80063 0.2 0.7 -0.1
N -0.05398 2.69994 2.20458 -0.3 0.5 1.1
C -0.86858 1.86932 3.12056 -0.7 -0.5 -1.4
C -2.10008 1.33591 2.30109 0.6 -0.3 1.1
C -0.74046 3.87440 1.73107 -0.4 0.7 -1.2
C -1.80997 4.63748 2.53419 0.0 -0.4 -0.1
O -0.46791 4.28758 0.62086 0.3 -0.3 0.7
C 3.56513 0.03832 1.87175 0.3 -0.5 0.8
C 4.12153 -0.43389 3.12359 0.2 -1.0 -0.4
B 3.95690 0.17679 4.59130 -0.3 1.0 1.0
N 4.73785 1.35241 4.98451 0.6 -1.3 -1.3
O 3.10782 -0.36644 5.54352 0.0 0.1 -1.3
C 4.91624 -1.55655 3.11293 -0.3 0.7 0.6
N 5.20145 -2.23680 1.96479 -0.8 0.7 0.0
O 5.96779 -3.36231 2.07869 0.0 -0.2 0.1
C 5.23650 -4.41632 2.74506 -0.9 -1.3 0.4
C 3.86476 -4.77301 2.11990 -1.5 -0.2 0.3
C 2.65319 -4.23675 2.94598 0.1 -0.3 -0.4
O 3.73815 -6.20330 2.10962 0.4 0.4 0.2
C 4.74557 -1.83042 0.76669 0.4 -0.8 -0.1
Cl 5.25516 -2.88482 -0.51609 -0.3 0.7 0.6
C 3.91545 -0.67285 0.65162 0.0 0.2 -0.5
C 3.42514 -0.20828 -0.63224 -1.3 1.0 0.0
C 3.75541 -0.81343 -1.99765 1.0 0.4 -0.1
O 3.11816 -2.07618 -2.29397 -0.1 0.7 0.3
C 1.85254 -1.97623 -2.75285 -0.5 -2.1 -0.6
F 1.76655 -1.37562 -3.96129 0.0 0.4 0.9
F 1.41541 -3.24261 -2.95038 0.3 0.6 0.2
F 0.99128 -1.42468 -1.87564 0.5 0.3 -0.5
C -4.10342 1.47437 -2.19990 0.0 -0.6 1.4
S -4.15498 1.47036 -0.55835 0.0 0.2 -0.5
S -5.55257 2.06953 -3.10534 0.3 -0.6 -0.7
C -6.77314 0.72424 -2.80365 0.1 -0.9 1.5
C -7.57840 0.91004 -1.46428 -0.9 0.7 -0.8
C -9.12321 1.00484 -1.76674 0.7 -0.1 0.1
H -1.53052 -3.64135 -4.49383 -0.5 -0.2 0.2
H -2.96054 -4.30914 -3.54499 0.3 0.2 -0.4
H -1.87700 -3.08462 -2.84953 -0.2 -0.3 -0.4
H -3.60934 -2.47825 -5.31514 -0.1 0.3 0.5
H -4.05180 -2.08237 -3.59704 0.2 0.1 -0.4
H -1.54957 -1.10470 -3.55892 -0.1 0.4 -0.5
H -1.84602 -0.86395 -5.35536 0.2 -0.2 0.6
H -4.22349 0.00371 -4.23291 0.4 0.5 0.3
H -2.96398 1.04408 -4.94449 -0.3 -0.1 0.4
H -1.83779 2.52043 -3.87935 -0.5 0.1 0.5
H -1.98494 2.69374 -2.03891 -0.1 0.0 -0.5
H 0.01419 1.06665 -3.68358 -0.2 0.2 0.3
H -0.69982 0.34379 -2.20319 0.2 0.3 -0.5
H 0.05879 1.93240 -0.73765 0.4 0.3 -0.3
H 0.45814 3.12794 -2.04015 0.1 -0.4 0.6
H 1.85761 0.72363 -2.70756 0.3 0.4 0.4
H 2.62691 2.28671 -2.26535 -0.3 -0.3 0.0
H 1.60697 2.45802 0.48400 0.3 -0.5 0.3
H 3.09579 2.40171 3.59023 -0.5 -0.1 -0.3
H 1.75589 1.27139 3.78243 0.3 0.3 -0.3
H 1.03669 3.64325 3.76375 0.3 -0.4 -0.3
H 1.68931 3.86560 2.13017 -0.2 -0.4 0.3
H -1.20828 2.40629 4.02713 0.4 -0.3 -0.2
H -0.26391 0.97557 3.34993 -0.2 0.6 0.3
H -1.83817 1.26887 1.23531 -0.3 0.2 0.4
H -2.99617 1.93916 2.50285 0.3 -0.2 -0.5
H -2.30964 0.30871 2.64627 -0.1 0.4 -0.2
H -2.15317 5.48616 1.92168 0.4 -0.4 0.2
H -1.42711 5.00994 3.50016 -0.1 -0.3 -0.3
H -2.69252 3.99881 2.70288 0.4 0.2 0.2
H 5.26811 1.62358 4.15299 0.0 0.4 0.4
H 5.45840 1.07886 5.65548 -0.5 0.4 0.4
H 2.64356 0.37543 5.95740 0.3 -0.3 0.6
H 5.35795 -1.95888 4.03156 -0.1 0.0 -0.6
H 5.06185 -4.20867 3.82065 0.3 0.3 -0.5
H 5.85018 -5.33265 2.71095 0.1 0.7 -0.3
H 3.72826 -4.44601 1.07342 0.5 0.2 0.4
H 2.59196 -4.78839 3.90497 0.3 0.6 -0.3
H 2.68044 -3.14403 3.09286 0.0 -0.4 0.1
H 1.71514 -4.48776 2.40988 0.5 0.3 0.1
H 2.81117 -6.40804 2.28864 0.2 -0.1 -0.1
H 4.84875 -0.95229 -2.03812 -0.6 -0.4 -0.1
H 3.56150 -0.13640 -2.84555 -0.1 -0.1 0.7
H -7.44662 0.61446 -3.66914 0.4 0.5 0.2
H -6.24725 -0.24712 -2.71504 0.1 0.6 -0.3
H -7.38215 0.09717 -0.74832 0.0 0.3 -0.4
H -7.27540 1.85233 -0.98094 0.1 -0.4 -0.2
H -9.56862 0.00952 -1.60963 -0.2 0.5 -0.1
H -9.59959 1.76536 -1.12617 0.1 -0.5 -0.1
H -9.30088 1.31677 -2.81239 0.1 -0.2 0.5
```
Forces are in eV/Å.



A molecular structure, C32H50ClF3I2N13S in a non-equilibrium geometry. Source: the Open Molecules 2025 dataset; level of theory: ωB97M-V/def2-TZVPD.

The HOMO-LUMO gap comes out at 6.395 eV. The net charge is +1. The HOMO energy comes out at -10.4 eV.

```
102
Properties=species:S:1:pos:R:3:forces:R:3
C 5.86831 -0.19419 0.62310 0.2 0.2 -0.2
C 4.68686 -0.59456 -0.26861 0.7 -0.4 0.9
N 3.53949 0.28146 0.06363 -0.2 -0.7 -0.3
N 2.83424 0.76615 -1.03410 0.6 1.6 1.4
C 3.28744 1.62463 -1.88570 -1.1 0.6 -0.6
I 5.14649 2.57404 -1.95176 -0.7 -0.5 0.2
C 2.19829 1.89608 -2.88505 -0.2 -0.2 -1.6
I 2.92499 0.53167 -4.49957 3.3 0.5 -0.4
C 2.18546 3.23466 -3.63444 -0.8 -0.1 0.4
C 1.65896 4.44554 -2.83439 1.0 0.4 0.4
C 1.84169 4.36519 -1.31822 0.5 -0.1 -0.1
Cl 2.65412 5.87525 -3.37041 -0.3 -0.1 -0.1
C 0.82677 1.21749 -2.38378 1.1 0.0 -0.2
S 0.31739 0.17524 -3.81969 -3.0 -0.5 0.7
C -0.39621 2.11626 -2.08606 -0.3 -1.1 0.1
C -1.68196 1.25839 -1.94712 -0.4 0.4 0.6
C -2.71673 2.06198 -1.17251 1.7 -0.7 -0.6
F -2.32439 2.25250 0.09222 -0.3 -0.1 0.6
F -3.91259 1.46633 -1.17970 -0.3 0.0 0.3
F -2.81951 3.25967 -1.72352 -0.7 1.0 -0.3
C 1.44758 0.33929 -1.26880 -0.4 -3.1 -1.1
N 0.67786 -0.06079 -0.10736 0.1 0.9 0.3
H 6.40114 0.66977 0.22126 -0.1 0.0 0.1
H 6.57914 -1.01856 0.71990 -0.3 0.4 -0.1
H 5.51503 0.06609 1.62709 0.0 -0.1 0.0
H 4.95316 -0.57563 -1.32831 -0.1 0.3 0.0
H 4.45930 -1.63295 -0.02364 -0.3 0.1 -0.1
H 3.78868 1.02499 0.70344 0.0 0.2 -0.3
H 3.18597 3.39516 -4.03200 0.0 0.2 0.2
H 1.54626 3.11335 -4.51278 0.1 0.0 0.0
H 0.64131 4.71972 -3.09390 0.0 -0.2 -0.1
H 1.36064 5.20736 -0.82583 -0.1 -0.1 0.0
H 2.90880 4.42219 -1.08975 -0.1 0.1 0.0
H 1.48996 3.43040 -0.87642 -0.2 0.2 -0.1
H 0.04662 -1.03514 -3.23088 0.1 0.8 0.0
H -0.31979 2.67466 -1.15548 0.3 0.2 -0.2
H -0.56068 2.74241 -2.96262 0.2 0.4 0.3
H -2.13871 1.02542 -2.90507 0.2 -0.2 0.0
H -1.51853 0.35378 -1.36468 0.0 -0.1 -0.2
H 1.61621 -0.61652 -1.79944 0.3 0.2 -0.1
H 1.30522 -0.54009 0.53692 0.1 0.3 0.1
H 0.07619 -0.80490 -0.44784 -0.1 0.0 0.1
C 6.22888 -3.71509 3.15287 0.1 -0.1 -0.4
C 6.38350 -3.39586 1.73107 -0.1 -0.4 0.9
N 6.50417 -3.13952 0.62341 0.0 -0.1 -0.6
H 7.06828 -4.32004 3.48843 0.0 0.1 0.0
H 6.19818 -2.80120 3.73623 0.0 0.0 0.0
H 5.30591 -4.26589 3.30945 0.0 0.0 0.0
C -6.30478 1.69883 -2.97388 -0.3 -0.1 -0.2
C -7.05008 0.85422 -3.91178 0.5 0.6 0.5
N -7.63090 0.19347 -4.64022 -0.3 -0.4 -0.4
H -5.65052 2.37342 -3.52284 0.0 0.0 0.0
H -6.99947 2.28523 -2.37498 0.0 0.0 0.0
H -5.70773 1.07713 -2.31862 0.0 -0.1 0.0
C -9.90180 -1.04255 -2.55526 -0.2 0.1 0.1
C -10.77610 -0.36419 -1.59394 0.5 -0.5 -0.6
N -11.45311 0.16423 -0.84128 -0.4 0.3 0.5
H -9.52765 -0.32791 -3.28451 0.0 -0.1 0.0
H -9.05897 -1.49153 -2.03292 0.0 0.0 0.0
H -10.45568 -1.82280 -3.07341 0.0 0.0 0.0
C -4.64051 0.87364 1.85883 -0.1 -0.2 0.3
C -4.50112 -0.21458 2.83017 -0.1 0.7 -0.6
N -4.39290 -1.07179 3.57664 0.1 -0.5 0.5
H -5.61467 1.34412 1.97990 0.0 0.0 0.0
H -3.86462 1.61979 2.01163 0.0 0.0 0.0
H -4.55311 0.47606 0.85235 0.0 0.0 0.0
C 4.78808 9.80154 -3.04246 0.0 -0.2 0.1
C 4.94878 8.68808 -2.10302 -0.1 0.9 -0.7
N 5.08115 7.82865 -1.36547 0.1 -0.8 0.6
H 3.78825 10.22050 -2.94909 0.0 0.0 0.0
H 5.52143 10.57502 -2.82439 0.0 0.0 0.0
H 4.93382 9.44804 -4.06121 0.0 0.0 0.0
C 2.35866 -5.92395 4.37745 0.1 0.2 0.1
C 2.89383 -4.58747 4.65340 -0.4 -0.8 -0.1
N 3.31315 -3.54695 4.86838 0.2 0.7 0.1
H 2.08463 -6.00153 3.32727 0.0 0.0 0.0
H 3.11076 -6.67604 4.60715 0.0 0.0 0.0
H 1.47793 -6.10088 4.99133 0.0 0.0 0.0
C -1.34198 -4.35382 -1.25161 0.3 0.2 0.3
C -0.41335 -3.33506 -1.73554 -0.6 -0.7 0.3
N 0.31690 -2.54024 -2.11434 0.3 0.1 0.1
H -0.94061 -5.34317 -1.45981 0.0 0.0 -0.1
H -1.48518 -4.24286 -0.17689 0.1 0.0 0.0
H -2.29261 -4.24505 -1.75415 0.0 0.0 -0.1
C -4.27267 -1.47312 7.25991 0.0 -0.2 0.1
C -4.13040 -2.58323 8.20633 -0.1 0.7 -0.6
N -4.01964 -3.44977 8.94173 0.1 -0.5 0.4
H -5.24352 -0.99927 7.38931 0.0 0.0 0.0
H -3.49063 -0.73698 7.43507 0.0 0.0 0.0
H -4.19119 -1.84352 6.23951 0.0 0.0 0.0
C -5.29200 -5.41340 -2.90774 0.2 0.0 -0.1
C -3.93102 -5.17390 -3.39695 -0.9 -0.2 0.1
N -2.87268 -4.98729 -3.78605 0.5 0.1 -0.3
H -6.00719 -4.89925 -3.54663 0.0 0.0 0.0
H -5.50421 -6.48041 -2.91991 0.0 0.0 0.0
H -5.38956 -5.04127 -1.88924 0.0 0.0 0.0
C 5.84715 -0.84889 6.74186 0.2 -0.1 -0.1
C 6.80368 -1.82791 6.21936 -0.6 0.6 0.4
N 7.54449 -2.59611 5.81197 0.4 -0.4 -0.2
H 5.19331 -0.50976 5.94092 0.0 0.0 0.0
H 5.24452 -1.30586 7.52372 0.0 0.0 0.0
H 6.38223 0.00417 7.15433 0.0 0.0 0.0
```
Forces are in eV/Å.